Record 1
Below is a cluster of 2 separate species, C34H61F2Si4 in total, with properties calculated with ωB97M-V with the def2-TZVPD basis set.

Computed properties:
HOMO (eV): -11.1182
E_tot (a.u.): -2689.64488
Gap between HOMO and LUMO (eV): 4.65
Charge: +1
ΔE to the lowest compared entry with this formula, charge and spin (kJ/mol): 61.0
Lowest unoccupied orbital energy (eV): -6.4726

XYZ file:
```
101
Properties=species:S:1:pos:R:3:forces:R:3
C -2.5767 -0.8558 7.9019 0.04 0.07 -0.01
C -1.7954 -0.7044 6.6004 -0.01 -0.05 -0.12
C -2.2956 -1.6221 5.4821 -0.03 -0.20 0.12
C -1.5119 -1.4905 4.1576 0.02 -0.13 -0.16
Si -2.4107 -0.7461 2.6578 -0.04 0.14 0.35
C -2.3781 -1.9671 1.2345 -0.19 -0.22 0.01
C -4.1854 -0.3851 3.1369 -0.15 -0.09 -0.16
C -1.6177 0.8239 2.0334 -0.06 -0.13 -0.25
Si 0.0802 0.6135 1.2204 0.27 0.48 0.57
H 0.0883 -0.3612 -0.0205 -0.01 0.93 0.99
C 0.6282 2.4112 0.9198 0.19 -0.02 -0.21
Si -0.2548 3.2563 -0.4965 -0.01 0.08 0.16
C 0.6279 4.8186 -1.0334 0.09 0.08 -0.11
C -0.2737 2.0674 -1.9452 -0.03 0.07 -0.28
C -2.0260 3.6585 0.0156 0.14 -0.15 -0.07
C -2.4403 5.1176 -0.1464 -0.25 0.02 0.02
C -3.8630 5.3270 0.3739 0.20 0.09 -0.11
C -4.3142 6.7753 0.3095 -0.15 0.00 0.06
C 1.2612 0.0058 2.5603 -0.18 -0.24 0.14
Si 3.0871 -0.1594 2.1643 -0.05 0.07 0.02
C 4.1883 0.9258 3.2321 -0.05 0.04 0.14
C 3.5352 -1.9477 2.5047 0.12 -0.02 -0.02
C 3.4221 0.2914 0.3566 -0.13 -0.03 0.00
C 3.8286 -0.8963 -0.5309 0.07 0.01 -0.16
C 5.1320 -0.6184 -1.2744 -0.13 -0.07 -0.05
C 5.5757 -1.7805 -2.1481 0.21 0.07 -0.01
H -2.1446 -0.2148 8.6741 -0.10 -0.07 0.01
H -3.6272 -0.5756 7.7805 0.08 -0.03 -0.02
H -2.5447 -1.8871 8.2647 0.00 0.06 -0.04
H -1.8282 0.3416 6.2712 -0.01 -0.06 -0.02
H -0.7402 -0.9346 6.7927 -0.06 0.05 -0.07
H -2.1959 -2.6593 5.8343 -0.13 0.21 0.01
H -3.3694 -1.4574 5.3219 0.18 -0.02 0.13
H -0.5745 -0.9453 4.3314 -0.21 -0.17 0.01
H -1.2329 -2.5038 3.8315 0.18 0.20 0.03
H -2.9564 -1.5788 0.3868 0.06 -0.08 0.08
H -1.3632 -2.1787 0.8831 -0.07 0.02 0.08
H -2.8299 -2.9098 1.5644 0.03 0.04 -0.16
H -4.7238 0.0605 2.2914 0.03 -0.06 0.14
H -4.6989 -1.3132 3.4152 -0.03 0.17 -0.01
H -4.2502 0.3080 3.9840 0.03 -0.10 -0.13
H -2.3389 1.3105 1.3523 0.27 -0.23 0.15
H -1.4865 1.5110 2.8891 0.10 -0.12 -0.29
H 0.3856 2.9693 1.8439 0.03 -0.32 -0.20
H 1.7182 2.5069 0.7867 -0.28 -0.10 -0.01
H 0.1164 5.2729 -1.8917 0.09 -0.03 0.14
H 0.6763 5.5704 -0.2363 0.00 -0.15 -0.12
H 1.6546 4.5880 -1.3429 -0.12 0.06 0.05
H -0.7999 2.5406 -2.7832 0.11 -0.13 -0.01
H 0.7545 1.8424 -2.2550 -0.13 -0.02 -0.04
H -0.7783 1.1251 -1.7081 0.03 0.12 -0.02
H -2.6981 3.0272 -0.5853 0.00 0.06 0.15
H -2.1774 3.3627 1.0624 0.04 0.07 -0.18
H -1.7475 5.7860 0.3859 -0.13 -0.13 -0.06
H -2.3942 5.4075 -1.2055 0.00 0.03 0.14
H -4.5427 4.6962 -0.2091 0.00 0.01 0.03
H -3.9207 4.9645 1.4063 0.02 0.03 -0.04
H -5.3307 6.8660 0.6972 0.03 0.14 -0.04
H -3.6621 7.4161 0.9083 -0.04 -0.01 -0.03
H -4.3045 7.1488 -0.7174 -0.01 0.00 0.05
H 1.1734 0.7256 3.3944 -0.17 -0.18 -0.22
H 0.9249 -0.9697 2.9488 0.13 0.26 -0.08
H 5.2368 0.8014 2.9325 -0.15 0.00 0.02
H 3.9470 1.9919 3.1455 0.00 -0.14 -0.02
H 4.1176 0.6517 4.2920 -0.02 0.06 -0.15
H 4.5701 -2.1519 2.2105 -0.08 -0.11 0.09
H 3.4323 -2.1619 3.5757 0.02 0.04 -0.17
H 2.8747 -2.6297 1.9576 0.10 0.02 0.07
H 2.5402 0.7699 -0.0898 0.25 0.00 0.17
H 4.2115 1.0587 0.3740 -0.12 -0.17 -0.15
H 3.9229 -1.8256 0.0493 0.09 0.20 -0.19
H 3.0286 -1.0858 -1.2640 0.16 -0.03 0.07
H 4.9921 0.2761 -1.8936 0.06 -0.04 0.06
H 5.9230 -0.3715 -0.5538 -0.13 -0.06 -0.06
H 6.5118 -1.5286 -2.6527 -0.03 -0.17 -0.04
H 5.7333 -2.6878 -1.5562 0.01 0.08 -0.06
H 4.8263 -2.0049 -2.9117 -0.02 0.01 0.04
F -3.2468 -0.6442 -6.0918 0.53 -1.53 0.59
C -2.8926 -1.8570 -5.5425 0.25 1.19 -0.56
C -3.9039 -2.7553 -5.2308 0.34 -0.41 0.25
C -3.5189 -3.9993 -4.7057 -0.26 -0.20 -0.15
C -2.1937 -4.2974 -4.4318 0.52 0.46 0.40
C -1.1594 -3.3206 -4.6498 -0.81 0.23 -0.22
C 0.1644 -3.6306 -4.2222 0.03 -0.98 -1.55
C 1.4273 -3.1847 -4.7167 0.72 0.44 -0.16
C 2.5502 -4.0796 -4.6434 -0.54 0.32 0.45
C 3.8132 -3.6674 -5.0366 0.25 -0.19 -0.28
C 4.0441 -2.3821 -5.5518 -0.37 -0.38 0.23
C 2.9442 -1.5426 -5.6849 -0.20 1.15 -0.41
F 3.1517 -0.2777 -6.1889 -0.36 -1.57 0.56
C 1.6577 -1.9135 -5.3262 0.30 -0.09 0.12
C -1.5466 -2.1258 -5.3361 -0.38 -0.10 0.26
H -4.9506 -2.4999 -5.4153 0.41 -0.09 0.07
H -4.2884 -4.7493 -4.5127 0.28 0.23 -0.07
H -1.9021 -5.2910 -4.0742 -0.26 0.46 0.11
H 0.2264 -4.5279 -3.5917 -0.02 0.32 -0.19
H 2.3759 -5.1071 -4.3042 0.22 0.49 0.07
H 4.6539 -4.3607 -4.9538 -0.33 0.23 -0.04
H 5.0387 -2.0426 -5.8517 -0.37 -0.12 0.15
H 0.8542 -1.2107 -5.4927 0.40 0.09 0.22
H -0.8206 -1.4122 -5.6942 -0.34 0.08 0.20
```
Positions in Å, forces in eV/Å.

---

Record 2
Below is a cluster of 6 separate species, C34H61NO5S in total, with properties calculated with ωB97M-V with the def2-TZVPD basis set.

Computed properties:
HOMO (eV): -7.7844
E_tot (a.u.): -2161.13935
Gap between HOMO and LUMO (eV): 8.53
Charge: 0
SMILES: C=Cc1ccc2c(c1)Sc1ccccc1N2.CCOCC.CCOCC.CCOCC.CCOCC.CCOCC
Lowest unoccupied orbital energy (eV): 0.7441

XYZ file:
```
102
Properties=species:S:1:pos:R:3:forces:R:3
C -0.1610 4.5573 2.8977 -0.33 0.01 0.04
C 0.2965 3.3852 3.3289 0.23 0.59 -0.35
C 1.4105 2.7145 2.5849 -0.59 -0.08 0.49
C 2.7393 2.7870 2.9610 -0.35 0.43 0.93
C 3.7211 2.1391 2.2562 1.25 -0.05 -0.02
C 3.4275 1.4003 1.1257 -0.03 0.08 0.54
C 2.1001 1.3585 0.7493 0.32 -0.78 -1.42
C 1.1006 1.9900 1.4482 -0.48 -0.09 -0.36
S 1.7550 0.4296 -0.7383 -0.26 -0.02 -0.23
C 3.1796 0.8842 -1.7155 -0.85 -0.10 1.10
C 3.1162 1.1492 -3.0695 -0.32 0.06 0.35
C 4.2832 1.5091 -3.6957 0.16 0.23 -1.54
C 5.4827 1.5746 -3.0288 0.97 0.06 0.33
C 5.5406 1.3077 -1.6761 -0.13 -0.01 0.24
C 4.3673 0.9784 -1.0154 0.88 -0.25 0.42
N 4.4120 0.7193 0.3792 -0.58 0.32 -0.29
H -1.1045 4.9656 3.2602 0.41 0.16 0.28
H 0.3683 5.1239 2.1314 -0.26 -0.29 -0.09
H -0.1678 2.9343 4.2061 0.06 -0.30 -0.36
H 2.9590 3.3799 3.8466 0.26 -0.17 -0.16
H 4.7684 2.2101 2.5548 -0.22 0.08 0.10
H 0.0863 1.8936 1.0633 0.09 0.16 0.27
H 2.1637 1.0969 -3.5875 0.15 0.03 0.01
H 4.2958 1.7569 -4.7557 -0.20 -0.13 0.15
H 6.4011 1.8420 -3.5462 -0.24 -0.01 -0.04
H 6.4496 1.3647 -1.0805 0.03 0.06 -0.34
H 5.3387 0.8317 0.7662 -0.05 0.05 -0.05
C -4.6180 -0.8440 -0.3705 0.01 -0.06 0.08
C -3.3343 -0.0344 -0.4380 -0.07 -0.09 -0.10
O -2.5557 -0.0923 0.7445 0.09 0.21 0.15
C -2.1077 -1.3783 1.1376 -0.02 -0.15 -0.04
C -1.2331 -2.0653 0.1029 -0.04 0.07 -0.09
H -5.2341 -0.5124 0.4677 0.00 0.03 -0.03
H -5.1892 -0.7282 -1.2930 -0.01 0.00 0.02
H -4.4231 -1.9084 -0.2327 0.00 -0.01 -0.09
H -3.5839 1.0175 -0.5826 0.10 0.03 0.12
H -2.7324 -0.3319 -1.3038 -0.02 -0.06 -0.01
H -2.9600 -2.0109 1.4105 -0.01 -0.03 -0.06
H -1.5298 -1.2284 2.0508 -0.04 0.14 -0.02
H -1.7664 -2.2455 -0.8318 -0.03 -0.07 0.04
H -0.8853 -3.0280 0.4800 0.01 0.03 0.02
H -0.3676 -1.4441 -0.1266 0.05 -0.04 0.01
C 4.0704 -4.2948 -6.1556 -0.05 0.12 -0.01
C 5.1047 -4.3396 -5.0431 -0.10 -0.06 -0.01
O 5.6307 -3.0716 -4.6988 0.24 0.06 -0.03
C 4.6963 -2.1094 -4.2352 -0.12 -0.01 0.07
C 3.9500 -2.5380 -2.9837 -0.03 -0.16 -0.06
H 4.4951 -3.8390 -7.0519 0.01 -0.04 0.01
H 3.7343 -5.3035 -6.4002 0.03 0.00 0.00
H 3.1932 -3.7106 -5.8744 -0.03 -0.07 0.03
H 5.9548 -4.9390 -5.3718 0.08 0.11 0.05
H 4.6986 -4.8374 -4.1551 -0.07 0.00 -0.02
H 3.9972 -1.8428 -5.0364 -0.06 -0.03 0.03
H 5.2709 -1.2093 -4.0162 0.11 -0.08 -0.06
H 3.3506 -3.4349 -3.1506 -0.07 0.05 -0.03
H 3.2796 -1.7445 -2.6531 0.03 0.01 0.02
H 4.6520 -2.7580 -2.1793 -0.04 0.06 -0.03
C 7.3205 -5.7721 -0.1090 0.07 0.09 0.08
C 5.8486 -5.5268 0.1775 0.06 0.01 -0.13
O 5.6080 -4.8285 1.3860 -0.12 -0.11 0.18
C 6.1784 -3.5360 1.4847 0.09 0.10 -0.07
C 5.6994 -2.5737 0.4120 -0.06 -0.13 -0.06
H 7.7806 -6.3270 0.7107 -0.03 -0.03 -0.03
H 7.4356 -6.3459 -1.0297 -0.02 -0.01 0.02
H 7.8748 -4.8400 -0.2266 -0.02 0.00 -0.09
H 5.3408 -6.4867 0.2791 -0.06 0.06 0.13
H 5.3701 -5.0099 -0.6625 0.06 0.03 -0.03
H 7.2726 -3.6029 1.4881 0.01 0.02 -0.06
H 5.8902 -3.1529 2.4646 -0.07 -0.14 0.02
H 5.9713 -2.9111 -0.5886 0.14 0.04 0.05
H 6.1403 -1.5877 0.5631 -0.01 -0.01 0.02
H 4.6128 -2.4767 0.4418 0.02 0.07 0.03
C -2.9506 8.5310 6.1829 0.00 -0.08 0.11
C -3.3202 7.6623 4.9923 -0.05 0.12 0.05
O -3.1547 6.2747 5.2226 0.16 -0.15 -0.16
C -3.9176 5.7175 6.2782 -0.09 0.03 0.10
C -5.4185 5.8676 6.0970 -0.02 0.09 -0.10
H -1.9167 8.3482 6.4811 0.00 0.02 -0.04
H -3.0616 9.5862 5.9295 0.02 -0.02 -0.02
H -3.5826 8.3284 7.0486 -0.05 0.06 -0.03
H -2.6650 7.9087 4.1559 0.02 -0.15 -0.01
H -4.3422 7.8735 4.6588 -0.02 0.03 0.06
H -3.5973 6.1351 7.2392 -0.06 0.04 0.01
H -3.6661 4.6565 6.3033 0.11 0.04 -0.10
H -5.7258 6.9140 6.0722 -0.01 0.00 0.09
H -5.9477 5.3833 6.9187 0.02 -0.01 -0.01
H -5.7363 5.4097 5.1588 0.01 -0.03 0.03
C -9.4865 -2.8667 -3.9382 -0.04 0.13 0.00
C -8.4776 -2.9665 -2.8063 -0.13 -0.07 -0.03
O -7.9150 -1.7226 -2.4295 0.27 0.05 -0.01
C -8.8210 -0.7366 -1.9677 -0.13 0.02 0.03
C -9.6077 -1.1538 -0.7368 0.02 -0.13 0.02
H -9.0282 -2.4110 -4.8177 0.01 -0.04 0.01
H -9.8519 -3.8587 -4.2071 0.03 0.00 0.00
H -10.3489 -2.2574 -3.6646 -0.04 -0.07 0.03
H -7.6422 -3.5889 -3.1289 0.09 0.11 0.06
H -8.9179 -3.4645 -1.9355 -0.07 0.01 -0.02
H -9.4948 -0.4319 -2.7763 -0.06 -0.03 0.03
H -8.2156 0.1377 -1.7242 0.11 -0.08 -0.06
H -10.2379 -2.0233 -0.9284 -0.06 0.06 -0.03
H -10.2538 -0.3387 -0.4081 0.02 0.01 -0.01
H -8.9298 -1.4127 0.0784 0.00 0.04 -0.01
```
Positions in Å, forces in eV/Å.